<i>
ORCA calculation (ωB97M-V with the def2-TZVPD basis set) on a structure of composition C23H31AsCl5FeO4P.

Calculated values
Total charge: +1
Orbital gap (spin up / spin down) (eV): 9.30 / 6.80
LUMO (spin up / spin down) (hartree): -0.08866 / -0.18313
Multiplicity: 6

Positions of all 66 atoms, in Å:
H -3.76 2.89 -1.00
C 0.31 3.87 2.13
H -2.81 -0.92 -2.32
C -4.93 1.57 0.24
O 2.96 -1.25 1.10
As -2.84 -0.37 0.09
C 4.06 -0.29 1.44
H 2.75 1.43 1.42
Cl 0.73 5.30 2.96
H 2.91 -4.02 -0.04
H 4.32 -1.38 3.28
H -6.35 0.39 1.33
P 2.02 -1.26 -0.16
H -7.99 2.88 -1.75
C -0.28 2.72 0.07
H -3.74 0.57 -2.06
H -4.52 -1.93 1.13
H -8.30 1.23 0.06
Cl 0.16 5.37 -0.10
C -4.22 -1.71 0.11
H 3.95 -4.85 -1.20
H 5.66 0.79 0.52
O 2.86 -1.63 -1.40
H -5.04 -1.28 -0.44
H 5.74 -0.45 2.76
H -5.71 3.71 -2.28
Cl -0.17 -0.04 2.88
H -3.87 -2.62 -0.37
H 4.48 -3.66 -3.51
C -0.42 1.55 0.77
H 3.95 -1.97 -3.67
C 1.93 -3.56 -2.60
C 0.06 3.89 0.75
Fe -0.36 -0.72 0.62
H 1.51 -2.83 -3.30
H 4.26 0.64 -0.53
C 4.87 0.11 0.21
O 1.31 0.08 -0.36
C 3.68 -3.88 -0.80
H -4.05 0.61 1.96
C -7.31 1.59 -0.18
C -6.21 1.12 0.53
C 4.27 -2.74 -2.96
H 2.89 0.62 3.01
Cl 0.56 2.54 4.51
H 1.18 -3.82 -1.86
C 0.23 2.67 2.83
C -3.75 1.07 1.02
H 2.20 -4.47 -3.16
C -7.13 2.51 -1.20
C -2.83 0.04 -1.80
H 5.33 -1.97 1.93
C -4.76 2.51 -0.78
C 4.92 -1.07 2.41
Cl -0.54 2.74 -1.65
O 0.87 -2.22 0.18
C 3.43 0.92 2.10
H 4.22 1.62 2.39
H -1.95 0.62 -2.08
C -0.13 1.56 2.10
H 5.32 -0.75 -0.28
C 3.18 -3.00 -1.94
H -3.02 1.85 1.24
H 5.19 -2.41 -2.47
C -5.86 2.98 -1.49
H 4.57 -3.44 -0.33



<ii>
ORCA calculation (ωB97M-V with the def2-TZVPD basis set) on a structure of composition C23H31AsCl5FeO4P.

Calculated values
Total charge: +1
Orbital gap (spin up / spin down) (eV): 8.79 / 6.87
LUMO (spin up / spin down) (hartree): -0.09291 / -0.17474
Multiplicity: 6

Positions of all 66 atoms, in Å:
C 0.78 2.15 4.12
H -2.13 2.97 0.94
H -3.70 3.59 -0.85
C 4.63 -1.29 -2.06
C -5.28 1.95 1.65
H 2.49 0.67 -3.93
H 0.93 -4.64 1.67
H 0.19 -3.16 1.04
H 2.53 -4.04 -1.73
C -5.83 3.40 -0.65
C 3.38 0.48 -3.33
H 4.26 -1.70 -4.78
Cl -0.18 -0.31 3.44
H 4.69 -2.35 -1.83
O 0.29 -1.01 -0.60
C 1.31 3.88 2.50
C 3.43 -0.99 -2.93
H -4.40 -0.34 0.40
C 3.50 -4.13 0.83
Cl 1.69 4.50 5.09
H 5.54 -1.01 -2.60
C -6.59 2.17 1.27
H -1.53 1.62 -1.73
C 2.20 -3.52 0.35
H -6.03 3.98 -1.54
H -3.23 1.24 -1.60
C 1.12 -3.60 1.41
C 0.92 2.98 1.53
H 3.36 1.13 -2.45
C -4.51 3.18 -0.26
As -2.10 0.51 0.57
H -5.07 1.40 2.56
C 1.23 3.44 3.83
H 4.62 -0.73 -1.12
H -2.03 -0.07 -1.90
C 3.39 -1.89 -4.15
C 1.75 -4.12 -0.97
C 0.40 1.29 3.08
H 0.84 -3.65 -1.34
H -7.90 3.08 -0.18
P 1.82 -1.04 -0.72
H 1.43 -3.07 2.31
Cl 1.84 5.46 2.09
H 1.53 -5.18 -0.80
Cl 0.97 3.42 -0.19
H 3.39 -2.93 -3.85
C -3.50 -0.78 0.82
C 0.48 1.71 1.78
H 3.34 -5.17 1.11
H 3.88 -3.60 1.70
O 2.18 -1.31 -2.21
H 4.26 0.73 -3.92
C -2.80 2.18 1.29
H -3.63 -0.97 1.88
O 2.21 0.38 -0.27
H -7.40 1.79 1.87
Fe 0.35 0.98 -0.17
C -2.24 0.85 -1.36
H -3.24 -1.70 0.31
C -4.22 2.44 0.88
O 2.52 -2.07 0.19
H 4.26 -4.10 0.04
C -6.87 2.90 0.11
H -2.69 2.12 2.38
H 2.49 -1.69 -4.74
Cl 0.70 1.62 5.74



It turns out <ii> is the most stable, with the second structure 0.057 eV higher.



<i>
ORCA calculation (ωB97M-V with the def2-TZVPD basis set) on a structure of composition C27H26N3O5S5SbTi.

Calculated values
Total charge: -2
Orbital gap (spin up / spin down) (eV): 3.96 / 5.33
LUMO (spin up / spin down) (hartree): 0.15405 / 0.15365
Multiplicity: 3

Positions of all 68 atoms, in Å:
H 0.22 -1.30 -2.98
H 4.55 -0.14 -1.07
C 1.15 0.95 2.32
S 1.93 -6.90 -3.80
C -3.00 -0.64 0.57
H -6.12 0.28 -1.91
C 1.25 -3.86 -0.86
C 3.63 -0.41 -1.56
S 2.38 -5.06 -1.48
C -1.70 -2.96 3.41
H -4.36 -2.56 3.03
C 2.48 0.51 0.43
C 2.45 -0.15 -0.89
Sb -0.78 1.95 -2.56
C -0.19 1.54 2.69
C 1.20 -1.05 -2.61
H 1.05 2.65 -0.67
S 1.70 -2.92 0.50
C -0.55 1.61 4.04
C -1.79 2.11 4.36
C -5.42 -0.54 0.55
C 0.09 -3.77 -1.55
H 0.40 1.42 -4.99
O -6.64 -0.12 0.06
H -3.62 2.92 3.54
S -1.20 -2.67 -1.20
H -6.06 1.68 -0.81
C -6.60 0.75 -1.04
O 2.00 0.86 3.19
H -2.80 2.76 1.21
H -1.34 4.42 -3.63
H -2.69 3.92 -2.59
H 0.76 3.10 -4.51
C -3.01 -1.52 1.70
H -6.42 -1.72 2.04
N -0.98 1.97 1.71
C 1.43 -5.67 -2.78
H 2.24 -1.80 -4.30
H -2.55 3.25 -4.22
H -4.10 0.48 -0.84
C -4.20 -0.16 0.02
C 3.60 -1.02 -2.80
H 0.91 3.96 -1.88
C 0.36 3.24 -1.27
H 1.64 1.73 -3.77
C -1.80 -1.98 2.28
H 4.50 -1.27 -3.34
H -1.07 -3.79 3.09
C -2.63 2.53 3.34
H -1.20 -2.49 4.27
H -2.66 -3.35 3.75
C 2.34 -1.32 -3.33
N 1.24 0.53 1.02
H -7.64 0.99 -1.29
O -1.88 -0.22 0.00
H 0.15 1.25 4.78
H -0.32 3.77 -0.60
C -1.98 3.59 -3.35
H -2.11 2.17 5.39
Ti -0.12 -0.81 0.21
O 3.49 1.07 0.86
C -2.17 2.45 2.03
C 0.68 2.07 -4.16
C -4.29 -1.88 2.19
S -0.07 -4.86 -2.91
O -0.65 -1.57 1.85
C -5.46 -1.41 1.64
N 1.21 -0.48 -1.38



<ii>
ORCA calculation (ωB97M-V with the def2-TZVPD basis set) on a structure of composition C27H26N3O5S5SbTi.

Calculated values
Total charge: -2
Orbital gap (spin up / spin down) (eV): 4.40 / 5.37
LUMO (spin up / spin down) (hartree): 0.15380 / 0.15252
Multiplicity: 3

Positions of all 68 atoms, in Å:
H 1.68 -2.44 4.95
H -0.44 -1.67 6.08
H -3.57 -2.55 -2.09
H -5.14 -2.41 0.86
H -1.40 0.41 2.43
H -4.18 -2.73 2.31
H 1.14 4.76 2.39
C 3.62 -0.21 -0.73
C 2.12 -2.81 -4.86
N 2.70 -1.04 1.35
S 1.43 -1.28 -5.17
C -0.54 2.97 0.81
C 1.10 -1.80 -2.64
N 0.35 -0.70 2.38
C -2.20 4.44 -0.23
C 2.51 1.59 -1.65
C -0.21 -1.40 5.06
H -2.40 2.65 -3.65
O -3.34 3.82 -2.21
C 1.23 -1.46 3.14
C -0.94 1.97 -0.12
C 3.77 -1.15 0.49
C -1.32 -3.57 1.30
H -3.93 3.45 -4.10
H -1.87 -3.05 -2.11
O 1.34 1.74 1.68
C 4.31 0.59 -2.85
S -0.05 0.65 -3.52
H 5.20 -1.10 -1.81
H -0.24 -3.39 1.24
H 1.71 2.32 -1.55
C -1.27 4.19 0.75
C 0.82 -0.86 -3.58
C 3.34 1.57 -2.77
H -1.62 -3.59 2.34
H -2.09 1.41 -1.79
C 2.53 -1.78 2.52
H 4.93 0.52 -3.73
Ti 1.14 0.13 0.70
C -2.79 -3.06 -1.52
C -1.88 2.22 -1.11
H -3.94 2.01 -3.05
C -2.47 3.47 -1.20
C -4.23 -2.88 1.23
C 0.95 -1.82 4.45
Sb -2.44 -2.01 0.31
N 2.65 0.72 -0.67
H -1.98 -0.15 4.75
H -1.05 4.97 1.47
O -0.39 0.75 -0.05
H -3.10 -4.08 -1.30
S 0.75 -1.93 -0.91
H -1.55 -4.52 0.82
S 2.86 -3.78 -6.02
H -0.06 3.98 3.43
C -3.39 2.93 -3.31
O 4.77 -1.84 0.58
H 3.17 2.28 -3.57
S 1.96 -3.22 -3.22
H 1.62 3.40 3.42
C -0.76 -0.23 3.03
C -1.07 -0.55 4.31
C 0.82 3.79 2.80
O 3.33 -2.55 3.02
H -2.72 5.39 -0.29
H -4.27 -3.95 1.02
C 4.46 -0.31 -1.81
C 0.52 2.79 1.73



It turns out <ii> is the most stable, with the second structure 0.139 eV higher.



<i>
ORCA calculation (ωB97M-V with the def2-TZVPD basis set) on a cluster of 2 separate species, C4H5OP in total.

Calculated values
Orbital gap (eV): 7.23
LUMO (hartree): -0.07022
SMILES: O=C=C=P.C=C
Multiplicity: 1

Positions of all 11 atoms, in Å:
H -1.24 -0.85 -1.18
O 2.50 -2.50 -0.47
C 2.28 -1.44 -0.10
H 1.77 1.69 1.78
C 1.98 -0.35 0.48
H -2.61 1.49 0.29
H -0.20 0.16 -0.10
H -3.24 0.04 -0.66
C -2.40 0.56 -0.19
P 2.39 1.29 0.54
C -1.23 -0.08 -0.39



<ii>
ORCA calculation (ωB97M-V with the def2-TZVPD basis set) on the molecule C4H5OP.

Calculated values
Orbital gap (eV): 8.05
LUMO (hartree): -0.03814
SMILES: C=C/C=C/P=O
Multiplicity: 1

Positions of all 11 atoms, in Å:
C -0.43 -0.25 -0.47
C -0.45 -1.12 0.53
C 0.20 1.07 -0.67
H -0.22 1.77 -1.33
O 2.14 4.72 0.13
H -0.09 -0.97 1.56
P 1.24 3.65 -0.38
C 1.15 1.65 0.06
H 1.70 1.21 0.82
H -0.98 -0.70 -1.31
H -1.21 -1.91 0.44



It turns out <ii> is the most stable, with the second structure 1.417 eV higher.



<i>
ORCA calculation (ωB97M-V with the def2-TZVPD basis set) on the molecule C7H10O3.

Calculated values
Orbital gap (eV): 10.44
LUMO (hartree): 0.01723
SMILES: C[C@H](C#C[C@@H](O)CO)C=O
Multiplicity: 1

Positions of all 20 atoms, in Å:
H -1.54 -0.25 2.35
C -1.12 1.23 5.62
H -3.15 -1.97 5.69
H 1.58 1.55 5.85
O -3.06 -1.60 2.18
C -0.46 2.35 6.30
C -0.43 2.13 7.83
C 0.97 2.48 5.80
C -2.17 -0.87 4.32
H -1.46 2.03 8.21
C -2.47 -0.55 2.86
H -0.98 3.29 6.07
H -2.98 -2.46 2.71
H 0.04 3.00 8.32
O -3.38 -1.49 4.89
H -1.40 -1.66 4.32
H 0.13 1.23 8.09
C -1.62 0.28 5.06
H -3.23 0.28 3.08
O 1.44 3.52 5.39



<ii>
ORCA calculation (ωB97M-V with the def2-TZVPD basis set) on a structure of composition C7H10O3.

Calculated values
Orbital gap (eV): 10.66
LUMO (hartree): 0.02188
Multiplicity: 1

Positions of all 20 atoms, in Å:
H 1.28 1.50 -1.32
H 0.04 2.92 0.67
H 0.49 1.57 1.74
C -0.17 -1.46 2.51
C -0.46 0.97 -0.12
C -0.61 -0.96 1.50
H -1.21 2.06 1.60
H 1.56 0.16 -0.14
H 0.29 -1.82 3.41
C -1.13 -0.37 0.26
O 0.24 -0.17 -3.06
H -2.21 -0.21 0.37
H -1.13 1.44 -0.86
H 1.82 -2.11 -1.16
H -0.04 -2.26 -0.99
O 1.15 -2.13 -1.85
C -0.28 1.93 1.04
C 0.49 -0.40 -1.91
C 0.84 0.61 -0.84
O -0.94 -1.26 -0.85



It turns out <i> is the most stable, with the second structure 1.618 eV higher.